No. 1
{"formula": "C3H6BrI", "method": "ωB97M-V/def2-TZVPD", "elements": ["I", "Br", "C", "C", "C", "H", "H", "H", "H", "H", "H"], "xyz": [[0.194, 0.319, -2.607], [-1.062, 1.795, 1.501], [0.632, 1.587, 0.789], [-0.702, -1.325, -0.104], [0.341, -0.536, -0.742], [-1.535, -1.646, -0.783], [1.364, -0.813, -0.512], [-0.264, -2.214, 0.370], [1.197, 1.043, 1.424], [-1.392, -0.589, 0.404], [1.228, 2.378, 0.261]], "total_charge": 0, "orbital_gap_ev": [8.35, 7.84], "de_lowest_kcal_mol": 95.9, "e_lumo_ev": [0.123, 0.003]}

=====

No. 2
{"formula": "C4H8N2O3", "method": "ωB97M-V/def2-TZVPD", "elements": ["O", "O", "O", "N", "N", "C", "C", "C", "C", "H", "H", "H", "H", "H", "H", "H", "H"], "xyz": [[1.609, -1.543, 0.854], [-2.163, -1.466, 0.493], [-0.426, -2.123, -0.667], [-1.775, 1.092, 0.032], [2.545, 0.007, -0.445], [0.519, 0.508, 0.630], [-0.674, 0.202, -0.278], [1.540, -0.411, 0.399], [-1.036, -1.236, -0.213], [2.314, 0.664, -1.148], [-2.511, -0.589, 0.653], [3.334, -0.606, -0.742], [-2.532, 1.235, -0.558], [-1.444, 2.051, 0.181], [0.941, 1.467, 0.384], [-0.379, 0.215, -1.277], [0.137, 0.533, 1.702]], "total_charge": 0, "orbital_gap_ev": 10.21, "smiles": "NC(=O)C[C@H](N)C(=O)O", "de_lowest_kcal_mol": 31.6, "e_lumo_ev": 0.428}

=====

No. 3
{"formula": "C43H89BrO17", "method": "ωB97M-V/def2-TZVPD", "elements": ["Br", "O", "O", "O", "O", "O", "O", "O", "O", "O", "O", "O", "O", "O", "O", "O", "O", "O", "C", "C", "C", "C", "C", "C", "C", "C", "C", "C", "C", "C", "C", "C", "C", "C", "C", "C", "C", "C", "C", "C", "C", "C", "C", "C", "C", "C", "C", "C", "C", "C", "C", "C", "C", "C", "C", "C", "C", "C", "C", "C", "C", "H", "H", "H", "H", "H", "H", "H", "H", "H", "H", "H", "H", "H", "H", "H", "H", "H", "H", "H", "H", "H", "H", "H", "H", "H", "H", "H", "H", "H", "H", "H", "H", "H", "H", "H", "H", "H", "H", "H", "H", "H", "H", "H", "H", "H", "H", "H", "H", "H", "H", "H", "H", "H", "H", "H", "H", "H", "H", "H", "H", "H", "H", "H", "H", "H", "H", "H", "H", "H", "H", "H", "H", "H", "H", "H", "H", "H", "H", "H", "H", "H", "H", "H", "H", "H", "H", "H", "H", "H"], "xyz": [[-6.645, -7.238, 2.394], [0.022, 5.957, -3.088], [5.864, 10.646, -2.457], [3.330, 10.265, -1.006], [-7.793, -4.862, 3.174], [-9.861, -4.125, -0.769], [6.906, -6.859, -0.324], [-9.622, -2.012, 0.029], [-1.802, -8.794, 2.521], [-5.464, 5.298, 3.957], [0.773, 1.867, -2.490], [-3.740, 2.922, 4.179], [2.060, 2.342, -5.092], [-8.898, -0.287, 1.329], [6.633, -8.910, -2.418], [0.307, 8.880, -2.885], [-3.350, -10.703, 0.908], [5.182, -3.961, 1.578], [-9.262, -3.337, -0.091], [0.750, 1.820, -4.915], [-3.492, 0.071, 1.518], [6.343, -4.295, 2.324], [-4.340, 6.046, 3.529], [5.333, -2.693, 0.971], [7.989, -8.703, -2.768], [3.079, 1.430, -4.726], [-4.500, -1.016, 1.177], [1.252, -0.680, 1.672], [2.635, -0.812, 0.990], [-0.977, 0.501, 1.578], [-8.058, -3.558, 0.728], [-8.763, -1.422, 0.925], [-2.932, -8.629, 3.358], [0.108, 2.344, -3.651], [-1.452, -10.154, 2.316], [4.133, 9.221, -1.527], [-5.644, 4.091, 3.233], [-6.547, -2.181, 2.178], [-7.450, -4.904, 0.769], [-2.111, -0.334, 0.992], [-5.839, -0.840, 1.882], [0.837, 5.988, -4.250], [-7.396, -5.432, 2.181], [6.439, -9.133, -1.031], [0.336, 0.223, 0.842], [4.257, -2.477, -0.060], [-0.002, 8.016, -1.802], [-0.763, 9.031, -3.803], [2.666, 11.014, -2.016], [6.651, -5.860, -1.296], [-5.149, 2.893, 4.010], [-1.933, -10.656, 0.973], [6.007, 11.907, -1.831], [-7.722, -2.417, 1.312], [2.896, -2.257, 0.600], [-3.916, -9.611, 0.204], [5.599, 9.593, -1.545], [-3.339, 3.354, 5.467], [0.604, 6.644, -1.991], [1.637, 2.833, -1.919], [5.935, -7.893, -0.327], [6.185, -4.174, 3.387], [-1.260, 1.545, 1.497], [8.014, -8.339, -3.794], [-4.048, -1.974, 1.404], [-5.654, 2.830, 4.977], [-2.124, -0.301, -0.090], [-0.890, 0.234, 2.623], [7.364, -9.484, -0.564], [1.187, 6.999, -4.470], [3.353, 11.324, -2.807], [1.853, 10.425, -2.445], [5.221, -1.944, 1.754], [-1.084, 7.942, -1.664], [6.437, -6.299, -2.274], [5.192, 12.104, -1.130], [5.934, 9.861, -0.539], [3.169, 0.634, -5.474], [-3.406, 0.188, 2.592], [-3.536, 2.575, 6.212], [-6.718, 3.976, 3.055], [-4.541, 6.519, 2.562], [-6.460, -0.232, 1.247], [-8.115, -5.575, 0.239], [-1.188, 8.067, -4.088], [2.891, 0.986, -3.745], [4.190, -3.361, -0.676], [5.723, -8.143, 0.717], [-4.989, -9.619, 0.391], [0.797, -1.663, 1.714], [0.081, 3.436, -3.658], [4.526, -1.605, -0.643], [-1.849, -10.781, 3.119], [7.537, -5.232, -1.381], [-3.849, 4.274, 5.762], [3.398, -0.443, 1.665], [4.000, 8.351, -0.874], [3.800, 8.943, -2.532], [6.964, 11.967, -1.302], [-3.746, -9.720, -0.872], [-3.250, -7.590, 3.285], [8.466, -7.964, -2.120], [-6.486, -4.957, 0.286], [5.690, -9.924, -0.931], [-5.726, -0.296, 2.807], [1.698, 5.321, -4.124], [-4.655, -0.976, 0.105], [-3.447, 5.422, 3.450], [-0.360, -10.217, 2.346], [5.005, -7.547, -0.786], [2.288, 3.289, -2.670], [0.767, 0.726, -4.910], [0.159, -0.293, -0.088], [6.292, -2.592, 0.473], [-2.671, -8.844, 4.400], [1.361, -0.288, 2.671], [0.155, 2.145, -5.774], [0.410, 6.048, -1.093], [-2.267, 3.542, 5.434], [0.243, 5.632, -5.089], [0.424, 8.465, -0.898], [2.248, 11.905, -1.548], [-0.924, 1.984, -3.603], [-1.529, -10.035, 0.169], [-5.852, -2.986, 1.982], [-5.387, 1.985, 3.445], [6.180, 8.725, -1.874], [7.192, -3.703, 2.014], [-1.568, -11.678, 0.827], [2.629, -0.189, 0.107], [1.051, 3.614, -1.423], [2.851, -2.856, 1.500], [5.990, 12.667, -2.611], [2.094, -2.555, -0.061], [-3.743, 1.012, 1.046], [-6.830, -2.270, 3.217], [6.584, -5.317, 2.071], [4.018, 1.981, -4.689], [-4.161, 6.824, 4.269], [-5.145, 4.146, 2.261], [-1.548, 9.663, -3.374], [-3.760, -9.273, 3.051], [2.256, 2.334, -1.175], [1.688, 6.722, -2.117], [8.547, -9.645, -2.716], [-0.368, 9.519, -4.692], [-3.506, -8.657, 0.543], [5.809, -5.240, -0.969], [-1.950, -1.366, 1.286], [0.877, 1.143, 0.676]], "total_charge": 0, "orbital_gap_ev": 8.09, "smiles": "COCCCCCCCCCCCCC1=C(CC(=O)Br)C(=O)OC1=O.COCCOC.COCCOC.COCCOC.COCCOC.COCCOC.COCCOC", "e_lumo_ev": -1.063}

=====

No. 4
{"formula": "C16H33AsN2O4SSeTi", "method": "ωB97M-V/def2-TZVPD", "elements": ["Se", "As", "Ti", "S", "O", "O", "O", "O", "N", "N", "C", "C", "C", "C", "C", "C", "C", "C", "C", "C", "C", "C", "C", "C", "C", "C", "H", "H", "H", "H", "H", "H", "H", "H", "H", "H", "H", "H", "H", "H", "H", "H", "H", "H", "H", "H", "H", "H", "H", "H", "H", "H", "H", "H", "H", "H", "H", "H", "H"], "xyz": [[-0.912, 1.756, 2.796], [1.368, -2.538, -4.209], [0.075, -0.450, -0.288], [0.709, -1.862, -2.290], [1.074, -1.204, 1.339], [-1.229, 0.987, -0.974], [-1.588, -1.303, 0.563], [1.443, 1.086, -0.194], [-1.830, 4.061, 4.244], [-1.319, 2.430, 5.559], [-0.056, -3.432, -5.134], [2.207, -0.353, 1.683], [-0.887, 1.130, 6.040], [-0.707, 2.318, -0.715], [-1.374, 2.795, 4.265], [1.969, -1.086, -5.314], [-2.037, 4.852, 3.043], [-1.744, 3.475, 6.356], [0.144, -1.614, 2.379], [-2.593, 0.663, -0.581], [2.132, 1.078, 1.086], [-2.701, -0.366, 0.579], [-2.062, 4.494, 5.534], [0.847, 2.325, -0.673], [-1.233, -2.016, 1.783], [2.822, -3.776, -4.021], [1.271, 2.481, -1.662], [-0.886, 1.150, 7.126], [-0.391, -4.276, -4.535], [0.025, -0.778, 3.067], [-2.717, 4.332, 2.372], [0.548, -2.484, 2.898], [3.651, -3.277, -3.524], [-1.779, 3.395, 7.427], [2.798, -0.584, -4.818], [-2.695, 0.145, 1.540], [0.118, 0.919, 5.680], [-1.087, 5.021, 2.539], [-3.634, -0.916, 0.447], [2.491, -4.620, -3.419], [-2.470, 5.805, 3.331], [1.148, -0.386, -5.456], [0.305, -3.782, -6.100], [2.271, -0.230, 2.764], [3.084, -0.888, 1.328], [-1.971, -1.823, 2.562], [-1.109, 2.656, 0.238], [1.131, 3.154, -0.025], [-1.569, 0.357, 5.691], [3.132, -4.121, -5.007], [-3.069, 0.293, -1.485], [-0.880, -2.735, -5.275], [-1.259, -3.070, 1.517], [1.595, 1.741, 1.763], [-2.430, 5.482, 5.745], [3.155, 1.430, 0.943], [-3.113, 1.559, -0.241], [2.295, -1.476, -6.277], [-1.018, 2.986, -1.520]], "total_charge": 2, "spin_multiplicity": 3, "s_squared": 2.0031, "orbital_gap_ev": [7.93, 8.42], "de_lowest_kcal_mol": 47.2, "e_lumo_ev": [-4.186, -4.315]}

=====

No. 5
{"formula": "C4H8O", "method": "ωB97M-V/def2-TZVPD", "elements": ["O", "C", "C", "C", "C", "H", "H", "H", "H", "H", "H", "H", "H"], "xyz": [[-0.767, -0.511, -1.292], [1.076, -1.348, 0.231], [0.430, 1.625, 0.003], [-1.497, -0.723, -0.036], [-0.088, -0.896, -0.197], [0.746, 1.709, -1.041], [0.691, 0.629, 0.391], [1.982, -1.274, -0.357], [1.064, -1.866, 1.176], [-0.632, 1.894, 0.067], [1.019, 2.244, 0.660], [-1.996, 0.175, 0.327], [-2.029, -1.659, 0.067]], "total_charge": 0, "orbital_gap_ev": 9.93, "smiles": "C=C1CO1.C", "de_lowest_kcal_mol": 79.8, "e_lumo_ev": 1.011}